1.
The following is a quantum chemistry calculation of a cluster of 12 separate species, C4H33N2O12 in total in a non-equilibrium geometry, from the Open Molecules 2025 dataset.

Element x y z (Å)
N -2.2848 -0.3751 1.1921
C -2.0463 0.2567 -0.1062
C -0.5453 0.3657 -0.3320
N -0.0171 1.1318 -1.2965
C -0.7618 1.5616 -2.5238
C -1.4416 0.4728 -3.2889
O 0.1422 -0.2172 0.5220
H -3.2436 -0.7233 1.1501
H -2.2113 0.2779 2.0273
H -1.7014 -1.2039 1.3255
H -2.5084 -0.2559 -0.9456
H -2.4998 1.2627 -0.1149
H 0.9813 1.0422 -1.4098
H -1.4479 2.3455 -2.1952
H -0.0160 2.0823 -3.1158
H -0.8863 -0.4521 -3.4463
H -1.7212 0.7358 -4.3162
H -2.4341 0.1852 -2.9361
H -1.5270 -3.8149 -2.3755
H -0.5670 -2.6707 -2.2701
O -1.4600 -2.9416 -1.9490
H -0.2091 -3.6305 3.0050
H -0.2615 -3.6745 1.5991
O -0.4504 -3.0202 2.2931
H 1.8598 -0.6580 0.9724
H 2.8794 -1.5321 1.6748
O 2.8270 -0.8188 1.0183
H 4.4121 2.4665 -0.3513
H 3.6122 1.1887 -0.9660
O 4.2275 1.5324 -0.3140
H -2.1307 3.9647 0.8997
H -1.6704 2.3798 1.0112
O -2.0305 3.0914 0.4867
H 1.5298 -2.3499 -3.8738
H 1.6558 -1.8538 -2.4144
O 1.0779 -2.3579 -3.0308
H -1.6714 0.6904 4.3358
H -0.8197 1.4254 3.1938
O -1.6258 0.8816 3.3825
H 1.0337 1.3755 2.0544
H 1.2800 2.7456 2.6712
O 0.5677 2.1134 2.4725
H 3.4801 -0.5550 -1.9986
H 2.6797 -0.7324 -0.6862
O 2.5949 -0.4580 -1.6249
H 3.7141 1.4812 1.5227
H 3.8910 1.8091 2.9940
O 3.4589 2.1451 2.1977
H -4.1947 -3.0994 -0.5012
H -2.7798 -3.0676 -0.0440
O -3.5502 -2.4978 -0.0919

Cartesian forces (eV/Å) of the 6 atoms listed first:
-1.37 -0.23 -0.24
0.31 1.32 -1.24
0.55 0.15 0.75
-1.13 -0.71 -0.68
0.45 0.74 1.09
-1.09 -1.00 -1.31

Properties
**Molecular weight**: 301.31 g mol⁻¹
**Total energy**: -1184.43299 Ha
**Energy above the lowest of the compared OMol25 structures with the same formula, charge and spin**: 0.9620 eV
**Highest occupied orbital energy**: -13.122 eV
**Net charge**: +1

How is the electron density shared among the atoms? According to Löwdin, the charges in e are: 0.176, -0.080, -0.426, 0.119, -0.183, -0.082, 0.006, 0.145, 0.100, 0.120, 0.114, 0.119, 0.117, 0.115, 0.122, 0.067, 0.089, 0.071, 0.058, -0.002, -0.086, 0.052, 0.051, -0.055, 0.017, 0.083, -0.053, 0.059, 0.007, -0.042, 0.077, -0.005, -0.044, 0.057, 0.020, -0.061, 0.090, 0.022, -0.058, 0.033, 0.066, -0.050, 0.084, 0.016, -0.069, 0.003, 0.055, -0.075, 0.072, 0.022, -0.054

2.
The following is a quantum chemistry calculation of a cluster of 18 separate species, C4H34BO25 in total in a non-equilibrium geometry, from the Open Molecules 2025 dataset.

Element x y z (Å)
O 1.3573 2.1777 2.3635
C 0.8311 1.1622 1.7604
O 0.2447 1.1464 0.6612
B -0.2072 -0.2612 0.3328
O 0.1987 -1.0669 1.5226
C 0.8243 -0.2694 2.3857
O 1.2717 -0.6259 3.4447
O 0.5048 -0.7199 -0.8710
C -0.3795 -1.1708 -1.7749
O -0.1917 -1.5583 -2.9416
C -1.7384 -0.8317 -1.2622
O -1.6669 -0.3940 -0.0207
O -2.8154 -0.9472 -1.9442
O 2.9736 1.6068 -1.3910
H 2.1643 2.0664 -1.1673
H 3.6693 2.2303 -1.1825
O 1.6750 -3.7136 -3.3132
H 1.0853 -2.9801 -3.4877
H 1.1213 -4.3722 -2.8938
O -0.3381 -4.1233 2.6550
H -0.8304 -3.3178 2.8128
H -0.7919 -4.7875 3.1739
O 0.4880 1.6696 -3.2963
H 1.2660 1.1825 -3.0247
H 0.6537 1.8956 -4.2115
O -0.3837 3.6019 4.2173
H -0.2866 4.5385 4.0454
H 0.1814 3.1794 3.5705
O -4.7527 -0.9606 -4.0695
H -4.8464 -0.5623 -3.2042
H -4.7355 -1.9025 -3.8996
O -1.8039 -0.6203 -4.9994
H -2.4689 -0.5562 -4.3139
H -0.9749 -0.6802 -4.5248
O -4.8051 1.6453 -0.5478
H -3.9209 1.2907 -0.4547
H -5.3197 1.1836 0.1143
O 3.3915 -0.9819 0.0189
H 3.1445 -1.8102 -0.3924
H 3.1811 -0.3165 -0.6363
O 2.3455 -3.1618 2.5143
H 2.3599 -2.2372 2.2673
H 1.4196 -3.3572 2.6589
O 3.1019 1.5765 4.7541
H 2.4870 2.3067 4.6840
H 3.4107 1.4359 3.8590
O -1.9714 -4.1206 -3.6411
H -2.0207 -3.1651 -3.6697
H -1.3953 -4.3091 -2.9003
O 1.4429 3.9728 -0.7270
H 0.6965 3.8679 -0.1371
H 1.1110 4.5195 -1.4392
O 3.2717 -1.5306 4.9642
H 4.0444 -1.8305 4.4852
H 2.9035 -0.8377 4.4160
O -5.5632 -1.6136 0.1558
H -4.6278 -1.5572 0.3510
H -5.6746 -2.4793 -0.2371
O 3.1815 4.9714 3.3054
H 3.3853 4.0895 2.9941
H 4.0038 5.4532 3.2168
O -1.8367 2.6403 -1.7882
H -1.2183 2.1888 -2.3626
H -1.8269 2.1312 -0.9776

Cartesian forces (eV/Å) of the 6 atoms listed first:
-1.81 -3.23 -2.29
2.88 2.94 4.51
-1.12 0.22 -1.56
-0.75 -1.68 -2.21
-0.07 1.20 0.45
-0.31 -0.58 -0.23

Properties
**Molecular weight**: 493.10 g mol⁻¹
**Total energy**: -2078.98439 Ha
**Energy above the lowest of the compared OMol25 structures with the same formula, charge and spin**: 0.0000 eV
**Highest occupied orbital energy (spin up / spin down)**: 0.205 / -3.557 eV
**Net charge**: -2
**Multiplicity**: 2

How is the electron density shared among the atoms? According to Löwdin, the charges in e are: 0.009, -0.336, 0.258, -0.801, 0.220, -0.350, 0.120, 0.159, -0.431, -0.040, -0.454, 0.150, -0.038, -0.040, -0.001, 0.045, -0.073, -0.014, 0.011, -0.030, 0.045, 0.040, -0.023, 0.029, 0.050, -0.059, 0.023, -0.024, -0.060, 0.017, 0.027, -0.081, -0.018, -0.016, -0.054, 0.002, 0.013, -0.049, 0.038, -0.015, -0.060, -0.007, -0.021, -0.051, 0.015, 0.022, -0.064, 0.006, 0.014, -0.040, 0.038, 0.044, -0.071, 0.022, -0.031, -0.058, 0.023, 0.026, -0.052, 0.017, 0.023, -0.044, -0.008, 0.008

3.
The following is a quantum chemistry calculation of a cluster of 18 separate species, C4H34BO25 in total in a non-equilibrium geometry, from the Open Molecules 2025 dataset.

Element x y z (Å)
O 0.3035 -0.8193 2.6426
C 0.1071 -0.7545 1.4126
O 0.8384 -0.1770 0.4931
B 0.1160 -0.2179 -0.7928
O -1.0013 -1.2369 -0.5918
C -1.1509 -1.3887 0.7633
O -2.0158 -2.0551 1.3178
O 0.9351 -0.6963 -1.9404
C 1.3624 0.3825 -2.6442
O 2.2537 0.4692 -3.4154
C 0.4181 1.5612 -2.2592
O -0.3893 1.1300 -1.2050
O 0.4608 2.6170 -2.8450
O 2.9578 -2.0441 2.1210
H 2.4647 -1.9881 2.9395
H 2.4292 -1.5572 1.4887
O 2.2840 -1.0609 4.7835
H 2.0666 -0.2816 4.2720
H 2.9796 -0.7734 5.3749
O -4.5455 -3.3658 2.7638
H -5.0754 -4.0240 3.2134
H -4.1829 -3.8259 2.0068
O -2.0635 -3.7570 -1.9227
H -1.5559 -2.9820 -1.6819
H -1.4259 -4.3456 -2.3267
O 0.2141 6.0895 -2.8251
H -0.1988 5.2634 -2.5734
H -0.3755 6.7646 -2.4891
O -4.4766 -1.3326 0.7760
H -4.1393 -0.5395 0.3595
H -3.7121 -1.9023 0.8618
O 2.0799 1.9669 3.1617
H 1.1670 1.7822 3.3824
H 2.0353 2.7044 2.5532
O -2.0443 -2.5780 4.0772
H -1.3788 -2.0320 3.6586
H -2.6328 -2.8277 3.3648
O -1.7929 3.4758 -4.5454
H -2.2488 3.7669 -3.7557
H -0.9120 3.2520 -4.2453
O -3.7515 0.5195 -1.6820
H -3.8273 1.2095 -2.3410
H -3.2035 0.9016 -0.9964
O -0.6748 2.5808 1.6492
H 0.1046 2.5741 1.0936
H -0.4296 2.0587 2.4131
O 3.4673 -2.3768 -1.7010
H 2.9812 -1.6696 -1.2770
H 2.9344 -2.6128 -2.4603
O 3.1388 2.0969 -5.5540
H 2.6786 1.3487 -5.1737
H 3.4938 2.5685 -4.8004
O -0.4116 1.6804 4.3087
H -1.3686 1.6924 4.3239
H -0.1741 0.8804 4.7775
O 2.1526 -2.9917 -4.0050
H 1.3233 -2.7894 -3.5719
H 2.0086 -2.7556 -4.9214
O 0.6959 -4.2786 3.1504
H 1.2449 -3.5278 2.9245
H 0.3246 -4.0561 4.0042
O 2.2457 4.7814 -1.5967
H 3.1166 4.5130 -1.8895
H 1.7749 4.9900 -2.4035

Cartesian forces (eV/Å) of the 6 atoms listed first:
-0.21 0.45 -3.98
-1.18 -0.60 4.55
0.31 0.33 -0.91
-1.97 -1.63 0.62
0.80 1.58 1.08
-1.08 -2.19 -0.10

Properties
**Molecular weight**: 493.10 g mol⁻¹
**Total energy**: -2078.68270 Ha
**Energy above the lowest of the compared OMol25 structures with the same formula, charge and spin**: 1.1390 eV
**Highest occupied orbital energy (spin up / spin down)**: -10.309 / -10.302 eV
**Multiplicity**: 2

How is the electron density shared among the atoms? According to Löwdin, the charges in e are: 0.121, -0.322, 0.231, -0.802, 0.180, -0.253, 0.145, 0.240, -0.260, 0.304, -0.210, 0.246, 0.223, -0.027, -0.020, 0.000, -0.036, 0.000, 0.056, -0.031, 0.052, 0.043, -0.032, -0.009, 0.028, -0.034, 0.019, 0.058, -0.041, -0.001, -0.025, -0.038, -0.040, 0.037, -0.058, -0.017, -0.021, -0.036, 0.030, -0.012, -0.026, 0.036, 0.021, -0.027, 0.023, -0.026, 0.116, 0.040, -0.004, -0.014, -0.004, 0.034, -0.031, 0.081, 0.064, -0.018, 0.042, 0.070, -0.042, -0.015, 0.029, -0.054, 0.031, -0.017

4.
The following is a quantum chemistry calculation of a cluster of 13 separate species, C4H35N2O12 in total in a non-equilibrium geometry, from the Open Molecules 2025 dataset.

Element x y z (Å)
C 1.7360 3.3718 -1.4392
C 1.0814 2.0101 -1.7823
C 0.2523 1.3903 -0.7260
N 1.1067 -1.3348 -0.2467
C 1.6360 -0.3327 0.4780
N 1.2473 0.8882 0.3308
H 2.7478 3.4374 -1.9039
H 0.9776 4.0320 -1.8341
H 1.7953 3.4852 -0.3937
H 1.8845 1.2596 -2.1080
H 0.6702 2.0338 -2.7982
H -0.5492 0.6894 -0.9891
H -0.3356 2.2115 -0.2434
H 0.3518 -1.0836 -0.8551
H 1.7730 -2.1486 -0.4199
H 2.3118 -0.5666 1.2597
H 1.3914 1.6996 0.9085
H -2.8705 -0.3478 2.0681
H -4.0949 0.5879 1.7551
O -3.1353 0.5501 1.8043
H -0.7477 1.9933 3.5646
H -0.0895 2.2425 4.9281
O -0.1523 1.5237 4.2427
H 4.1774 0.6500 2.0372
H 4.9347 1.1592 0.7023
O 4.1204 0.8383 1.0935
H 2.5759 -1.6429 -4.1770
H 1.6683 -1.0024 -3.1985
O 2.3764 -1.6593 -3.2348
H -3.0133 0.8696 -0.0480
H -3.5913 -0.1179 -0.9848
O -3.4225 0.8318 -0.9546
H 3.4968 -2.0500 -0.8418
H 2.9968 -3.1997 -1.7823
O 3.2479 -2.9787 -0.8739
H -2.7775 -2.7818 2.2308
H -1.6395 -1.8498 2.1295
O -2.5075 -2.0622 1.6480
H -1.2642 -3.2014 -0.1394
H -0.9955 -4.0936 -1.4042
O -0.5460 -3.5388 -0.7448
H -0.8342 -1.2814 -4.5367
H -1.8312 -0.8490 -3.5699
O -1.0861 -1.4646 -3.6253
H -2.0299 2.1133 2.0599
H -2.2151 3.3868 3.0395
O -1.6105 2.8360 2.5406
H -1.5861 2.3544 -3.1181
H -2.3616 1.2175 -2.1656
O -1.6335 1.4508 -2.8085
H -1.1814 -1.8527 4.6021
H -0.8424 -0.5929 3.9522
O -0.9968 -1.5428 3.6980

Cartesian forces (eV/Å) of the 6 atoms listed first:
-0.42 -1.54 -1.54
2.76 -1.60 -2.83
-0.44 0.37 1.62
2.13 0.78 1.18
-1.60 -1.03 -0.84
-2.72 1.81 -1.05

Properties
**Molecular weight**: 303.33 g mol⁻¹
**Total energy**: -1185.55857 Ha
**Energy above the lowest of the compared OMol25 structures with the same formula, charge and spin**: 2.3973 eV
**Highest occupied orbital energy**: -13.368 eV
**Net charge**: +1

How is the electron density shared among the atoms? According to Löwdin, the charges in e are: -0.059, -0.273, -0.161, 0.180, -0.153, 0.092, 0.099, 0.076, 0.045, 0.122, 0.099, 0.092, 0.136, 0.084, 0.090, 0.131, 0.144, 0.018, 0.083, -0.056, -0.019, 0.064, -0.132, 0.058, 0.055, -0.048, 0.059, 0.022, -0.047, 0.038, 0.071, -0.051, 0.036, 0.049, -0.044, 0.066, 0.039, -0.095, 0.033, 0.052, -0.083, 0.041, 0.020, -0.063, 0.018, 0.081, -0.034, 0.049, 0.003, -0.100, 0.083, 0.052, -0.063